Entry 1:
Entry from the Open Molecules 2025 dataset: a molecular structure, C27H33Br37O4S at a distorted geometry (ωB97M-V/def2-TZVPD).

Properties
Molecular weight: 3410.07 g mol⁻¹
Strongest force on any atom: 2.592 eV Å⁻¹
HOMO: -9.3 eV
Orbital gap: 8.93 eV

XYZ file:
```
102
Properties=species:S:1:pos:R:3:forces:R:3
C 7.7748 -0.0426 0.0988 0.5 0.7 0.0
C 7.8351 1.5193 0.0147 -0.9 -0.9 -0.6
C 6.4032 2.1034 0.0809 0.8 0.7 0.2
C 6.4399 3.6377 0.4031 -1.0 -0.9 0.6
C 5.2102 3.9550 1.3012 0.3 0.5 -0.6
C 3.8655 3.9341 0.4735 1.1 -0.9 -0.6
C 2.9407 2.8094 0.9389 -0.1 1.3 2.0
O 2.9990 1.5185 0.2986 -0.8 -0.4 0.8
S 2.1461 0.6291 1.3668 0.3 -1.2 -0.6
O 1.6178 -0.4888 0.6751 -1.0 0.6 -0.9
O 2.9030 0.2198 2.4915 0.6 1.2 0.7
O 1.0710 1.7612 1.8102 1.4 -0.4 0.2
C 1.4196 3.0092 1.1420 -1.1 0.2 -2.3
Br 0.9507 4.6867 2.0398 0.6 -0.9 0.7
C 0.4596 3.0025 -0.1301 -0.9 -0.3 0.7
C -0.7826 2.1433 0.1986 0.5 0.0 -0.8
C -0.9253 0.8820 -0.3803 0.8 0.0 -0.4
C -2.0036 0.0826 -0.0540 1.2 -0.5 -0.2
C -2.9299 0.5715 0.8338 -1.5 -1.0 0.5
C -2.8370 1.8176 1.4060 0.1 0.4 0.0
C -1.7544 2.6029 1.0671 0.1 0.9 0.4
H 8.5519 -0.4844 -0.5429 -0.2 0.0 0.4
H 6.8075 -0.4367 -0.2410 0.2 0.1 0.2
H 7.9616 -0.3143 1.1476 -0.2 -0.3 -0.4
H 8.4143 1.9000 0.8666 0.0 0.0 -0.4
H 8.3123 1.7954 -0.9382 0.0 0.2 0.4
H 5.8269 1.9300 -0.8408 0.3 -0.2 0.2
H 5.8877 1.5546 0.8889 0.0 0.3 -0.2
H 7.3648 3.8417 0.9627 -0.3 0.2 -0.3
H 6.3810 4.2454 -0.5113 0.3 -0.1 0.2
H 5.3221 4.9402 1.7745 0.0 -0.3 -0.2
H 5.2253 3.2128 2.1126 -0.3 0.2 -0.1
H 4.1701 3.7352 -0.5696 -0.4 0.1 0.2
H 3.4028 4.9261 0.4877 -0.2 -0.4 0.1
H 3.2758 2.5613 1.9686 0.0 0.6 -0.2
H 0.9174 2.5643 -1.0171 0.3 0.4 0.3
H 0.0528 3.9954 -0.3533 0.7 -0.1 0.0
H -0.1569 0.5041 -1.0926 -1.4 0.4 1.3
H -2.0497 -0.9271 -0.5201 0.6 1.3 1.2
H -3.7980 -0.0368 1.1064 0.3 0.0 -0.2
H -3.5894 2.1762 2.1061 0.2 -0.1 -0.2
H -1.6472 3.5993 1.5013 -0.1 -0.3 -0.1
C -4.2958 -2.5530 -2.9450 -0.2 0.0 0.1
Br -6.1550 -3.0848 -2.9360 0.1 0.0 0.0
Br -3.7953 -1.7415 -4.6189 -0.1 0.0 0.1
Br -3.8534 -1.4100 -1.4482 -1.3 -0.9 -1.4
H -3.7083 -3.4557 -2.8399 0.0 0.0 0.0
C -7.2798 -0.7265 -7.3733 0.0 0.0 0.1
Br -5.5715 -0.2237 -8.1108 -0.1 0.0 0.0
Br -7.3597 -2.6153 -6.9996 0.0 0.2 -0.1
Br -7.7280 0.3268 -5.8221 0.0 -0.1 -0.1
H -8.0277 -0.5162 -8.1273 0.1 0.0 0.0
C 2.7513 -3.3579 -0.6423 -0.1 0.1 0.1
Br 4.2316 -2.3877 -1.4058 -0.1 0.0 0.0
Br 1.5886 -4.0697 -2.0068 0.1 0.0 0.1
Br 3.3475 -4.7249 0.5782 0.0 0.1 -0.1
H 2.1708 -2.6468 -0.0676 0.1 0.0 0.0
C 4.4748 -0.8775 4.8476 -0.1 -0.1 0.0
Br 6.1354 0.0288 4.4682 -0.1 0.0 0.0
Br 4.6530 -2.7918 4.7053 0.0 0.1 0.0
Br 3.7528 -0.3497 6.5561 0.2 0.0 -0.2
H 3.7649 -0.5671 4.0934 0.1 -0.1 0.1
C 3.0330 2.9326 8.9546 0.0 0.1 -0.1
Br 4.9068 2.9453 8.5083 -0.1 -0.1 0.0
Br 1.9886 3.9036 7.6572 0.1 -0.1 0.0
Br 2.3553 1.1458 9.2046 -0.1 0.1 0.2
H 2.9280 3.4489 9.8995 0.0 -0.1 0.0
C -10.3324 -1.5324 -10.5075 0.0 0.0 0.0
Br -8.6073 -1.0302 -11.2065 -0.1 0.0 0.1
Br -10.4466 -3.4295 -10.1911 0.0 0.2 -0.1
Br -10.7817 -0.5207 -8.9270 0.0 -0.1 -0.1
H -11.0683 -1.2888 -11.2624 0.0 0.0 0.0
C -8.1583 -6.4641 -6.4254 0.0 0.0 0.0
Br -6.2850 -6.3313 -6.8541 -0.1 0.0 0.0
Br -9.2642 -5.7268 -7.8209 0.1 -0.1 0.2
Br -8.6711 -8.2732 -5.9856 0.0 0.1 -0.1
H -8.3235 -5.8642 -5.5395 0.0 0.0 0.0
C -0.2273 -0.8777 6.2844 0.1 0.0 0.0
Br -1.0888 -2.6020 6.2634 0.0 0.1 0.0
Br 0.4253 -0.3822 4.5448 -0.1 0.0 0.1
Br -1.3725 0.4866 7.0301 0.1 0.0 0.0
H 0.6351 -0.9582 6.9352 0.0 0.0 0.0
C 5.8393 6.5312 5.1580 0.0 0.0 0.0
Br 7.5241 6.2367 4.2654 -0.1 0.0 0.1
Br 4.4821 5.3195 4.5210 0.0 0.1 0.2
Br 6.0085 6.4394 7.0744 0.0 0.0 -0.1
H 5.5209 7.5359 4.9135 0.0 -0.1 0.0
C -6.2773 -10.1170 -3.4831 0.0 0.0 0.0
Br -4.5734 -9.6061 -4.2236 -0.1 0.0 0.1
Br -6.3591 -12.0081 -3.1157 0.0 0.1 0.0
Br -6.7250 -9.0670 -1.9268 0.0 -0.1 -0.1
H -7.0262 -9.9068 -4.2368 0.1 0.0 0.1
C -4.7021 -0.5033 5.6112 0.0 -0.1 0.0
Br -5.4475 -2.2795 5.6979 0.0 0.1 0.0
Br -4.0581 -0.0833 3.8433 0.0 -0.1 0.3
Br -5.9433 0.8262 6.2544 0.1 -0.1 0.0
H -3.8456 -0.4854 6.2732 0.0 0.0 -0.1
C 1.1920 0.7512 -4.3501 0.1 0.0 -0.1
Br 1.4852 0.7083 -2.4418 1.1 -0.4 -1.3
Br 0.4415 -0.9039 -4.9879 0.0 0.1 0.1
Br 0.1261 2.2728 -4.8668 0.0 -0.1 0.1
H 2.1601 0.8652 -4.8197 -0.1 0.0 0.0
```
Forces are in eV/Å.

Results of the Mulliken charge analysis, in e, for atoms 1 through 2: atom 1 (C): -0.9522, atom 2 (C): -0.5143


Entry 2:
Entry from the Open Molecules 2025 dataset: a molecular structure, C56H48BaBrI2N7O7 at a distorted geometry (ωB97M-V/def2-TZVPD).

Properties
Molecular weight: 1402.08 g mol⁻¹
Strongest force on any atom: 8.415 eV Å⁻¹
Charge: -2
HOMO: -2.1 eV
Orbital gap: 5.61 eV

XYZ file:
```
122
Properties=species:S:1:pos:R:3:forces:R:3
Ba 0.4645 0.3905 0.5656 -3.2 -6.3 4.6
O -0.8558 1.7935 1.5448 -1.8 3.0 1.5
C -0.9617 3.1754 1.6211 0.2 0.1 0.1
C 0.2880 3.7519 0.8443 -0.6 -0.2 -0.2
C 0.7413 2.6719 -0.1020 1.4 2.4 -0.1
C -0.2402 2.2159 -1.1880 -0.4 0.8 -1.0
C 0.0691 0.8346 -1.7481 1.1 0.7 -3.2
C 1.3283 0.3443 -1.6078 0.4 1.5 -3.0
C 2.3399 1.2494 -0.9893 1.2 -0.6 -1.1
C 3.6169 0.5024 -0.5437 -0.4 0.5 0.7
C 3.4388 -0.0349 0.9349 0.3 0.1 0.1
O 2.2696 -0.7527 0.9790 3.1 -1.2 0.7
C 4.6427 -0.9013 1.3565 0.0 0.1 -0.3
C 4.3975 -2.1246 1.9636 0.1 -0.2 -0.1
C 5.4486 -2.9042 2.4327 0.0 0.1 0.0
C 6.7593 -2.4680 2.2988 0.0 0.0 0.0
C 7.0131 -1.2501 1.6780 0.0 0.0 0.0
C 5.9609 -0.4699 1.2191 0.0 -0.1 0.0
C 3.4502 1.1040 2.0288 -0.1 -0.2 -0.1
C 3.9494 2.3898 1.8250 0.2 -0.1 0.2
C 3.8716 3.3531 2.8168 0.0 0.0 0.1
C 3.2940 3.0502 4.0459 0.0 0.1 -0.1
C 2.8131 1.7712 4.2680 0.0 -0.1 0.1
C 2.8854 0.8037 3.2707 0.3 0.1 -0.3
N 1.8991 2.1315 0.0971 0.2 3.4 -2.9
C -0.8949 3.6641 3.0737 0.1 0.1 -0.1
C -0.9881 5.0210 3.3799 0.0 0.0 0.0
C -0.9324 5.4529 4.6958 0.0 0.0 0.0
C -0.7778 4.5296 5.7257 0.0 0.0 0.0
C -0.6628 3.1815 5.4236 0.0 0.0 -0.1
C -0.7156 2.7515 4.1008 0.0 0.0 0.1
C -2.3405 3.5912 1.0734 0.1 -0.2 -0.1
C -3.4465 2.9742 1.6698 0.0 0.0 0.0
C -4.7270 3.2114 1.2107 0.0 0.1 0.0
C -4.9362 4.0670 0.1289 0.0 0.0 0.0
C -3.8507 4.6666 -0.4803 0.1 0.0 0.0
C -2.5573 4.4326 -0.0068 -0.1 0.0 0.0
H 1.1019 3.9690 1.5336 0.0 -0.1 0.0
H 0.1116 4.6469 0.2404 -0.1 0.1 0.2
H -1.2718 2.2391 -0.7837 0.6 0.1 -0.2
H -0.7297 0.3097 -2.2577 0.0 -0.1 0.1
H 1.6669 -0.5803 -2.0526 -0.1 0.0 0.2
H 4.4928 1.1538 -0.5934 0.0 0.0 0.0
H 3.7786 -0.3498 -1.2038 0.1 0.0 0.1
H 3.3691 -2.4523 2.0459 0.0 0.0 0.0
H 5.2412 -3.8542 2.9114 0.0 0.0 0.0
H 7.5766 -3.0619 2.6907 0.0 0.0 -0.1
H 8.0336 -0.9048 1.5571 0.0 0.0 0.0
H 6.1753 0.4887 0.7598 0.0 0.0 0.0
H 4.3388 2.6787 0.8579 0.0 0.0 0.0
H 4.2298 4.3567 2.6170 0.0 0.0 0.0
H 3.2070 3.8108 4.8125 0.0 0.0 0.0
H 2.3690 1.5193 5.2239 0.0 0.0 0.0
H 2.5064 -0.1962 3.4426 -0.1 0.0 0.0
H -1.0991 5.7432 2.5773 -0.1 0.0 0.0
H -1.0121 6.5103 4.9196 0.0 0.0 0.0
H -0.7375 4.8638 6.7557 0.0 0.0 0.0
H -0.5364 2.4541 6.2168 0.0 0.0 0.0
H -0.6082 1.7047 3.8476 -0.1 0.0 0.0
H -3.2732 2.2876 2.4902 0.0 0.0 0.0
H -5.5717 2.7171 1.6777 0.0 0.0 0.0
H -5.9393 4.2384 -0.2427 0.0 0.0 0.0
H -3.9967 5.3102 -1.3394 0.0 0.0 0.0
H -1.7244 4.8889 -0.5256 0.0 0.0 0.0
O 0.8390 1.6147 -6.1755 -0.2 0.1 0.2
C 2.0458 1.3109 -5.8547 0.1 0.1 0.1
O 2.8429 0.7072 -6.5695 0.0 0.0 -0.1
C 2.5153 1.7651 -4.4951 -0.4 -0.1 0.0
C 3.7874 1.6970 -4.0799 0.1 -0.1 0.1
N 3.9031 2.2972 -2.8320 0.0 -0.2 0.1
N 2.6423 2.4261 -2.2324 -0.4 0.4 0.0
C 1.7692 2.3591 -3.3791 -0.2 0.4 0.1
C 0.4583 2.7694 -3.3698 0.5 -0.2 0.2
O -0.3216 2.7973 -4.3979 0.0 0.1 -0.1
O -0.1648 3.2271 -2.2111 0.2 -0.3 -0.1
H 0.2079 2.2660 -5.2553 0.2 -0.1 -0.3
H 4.6552 1.3164 -4.5944 0.0 0.1 -0.1
H 4.6509 2.0549 -2.2079 0.0 0.0 0.0
N -1.9327 -3.4981 -2.8118 0.1 0.0 0.0
C -1.6000 -3.2659 -1.5020 0.0 0.0 -0.2
N -0.3418 -3.0195 -1.3296 0.4 0.0 0.1
C 0.2222 -3.0928 -2.5987 0.0 0.0 0.1
C 1.5492 -2.9399 -3.0000 0.0 0.0 0.0
C 1.8410 -3.0747 -4.3435 0.0 0.0 0.0
C 0.8396 -3.3707 -5.2824 0.0 0.0 0.0
C -0.4788 -3.5344 -4.9009 0.0 0.0 0.0
C -0.7647 -3.3838 -3.5470 -0.1 -0.1 0.0
H -2.8611 -3.6204 -3.1710 0.0 0.0 0.0
H -2.3376 -3.2870 -0.7204 0.0 0.1 -0.1
H 2.3182 -2.7190 -2.2692 0.0 0.0 0.0
H 2.8588 -2.9399 -4.6854 0.0 0.0 0.0
H 1.1082 -3.4634 -6.3266 0.0 0.0 0.0
H -1.2518 -3.7668 -5.6229 0.0 0.0 0.0
Br -0.5016 -1.2471 2.2168 -2.2 -3.6 3.6
C -6.3235 -0.6217 3.0925 0.3 0.1 0.0
N -5.8232 -1.5166 2.0567 -0.5 -0.2 -0.1
N -5.3135 -0.8906 0.9166 0.4 0.2 0.1
C -4.1347 -1.5531 0.5022 -0.2 0.0 0.1
O -3.5020 -1.2596 -0.4947 -0.1 0.0 -0.2
C -3.9566 -2.6172 1.4707 0.2 0.2 -0.1
C -4.9309 -2.5202 2.3933 -0.1 -0.1 0.0
C -5.1250 -3.3180 3.6353 0.1 0.2 0.0
C -6.1776 -0.1833 0.0595 -0.1 -0.2 -0.1
C -7.5579 -0.3586 0.1485 -0.1 0.0 0.0
C -8.4021 0.3418 -0.7008 0.0 0.0 0.0
C -7.8804 1.1957 -1.6622 0.0 0.0 0.0
C -6.5024 1.3308 -1.7750 0.0 0.0 0.0
C -5.6480 0.6577 -0.9163 0.1 0.1 0.0
H -7.1000 0.0173 2.6794 0.0 0.0 0.0
H -5.5223 0.0066 3.4958 0.0 0.0 0.0
H -6.7408 -1.2243 3.8954 0.0 0.0 0.0
H -3.1334 -3.3107 1.4798 0.0 0.0 0.0
H -4.4323 -4.1560 3.6498 0.0 0.0 0.0
H -6.1519 -3.6801 3.7116 0.0 0.0 0.0
H -4.8875 -2.7268 4.5235 0.0 0.0 0.0
H -7.9623 -1.0666 0.8594 0.0 0.0 0.0
H -9.4734 0.2010 -0.6215 0.0 0.0 0.0
H -8.5393 1.7471 -2.3211 0.0 0.0 0.0
H -6.0788 1.9737 -2.5361 0.0 0.0 0.0
H -4.5775 0.7629 -1.0038 0.0 0.0 0.0
I -1.3918 -2.6310 4.1945 -0.1 -0.3 0.4
I -2.4400 -4.2146 6.5298 -0.1 -0.1 0.1
```
Forces are in eV/Å.

Results of the Mulliken charge analysis, in e, for atoms 1 through 2: atom 1 (Ba): 3.1865, atom 2 (O): -0.4393


What is the HOMO in the first record?
-9.3 eV


Among the records above, which one has the highest orbital gap?
C27H33Br37O4S